The following is a quantum chemistry calculation of a structure of composition C44H39FeN7P2S2Se, from the OMol25 dataset.

Output
HOMO: -6.3 eV
frontier orbital gap: 5.99 eV
E_tot: -7227.66600 a.u.

Element x y z (Å)
H (-1.36, 5.13, -0.43)
C (0.69, -4.16, -0.85)
H (0.03, 4.33, -5.11)
C (3.26, -2.45, 1.89)
C (-0.83, -5.53, -2.15)
C (1.75, -4.83, -1.46)
C (-0.28, 4.52, -4.09)
H (2.00, -5.48, 1.08)
H (3.07, -1.39, 1.77)
H (-1.85, -5.82, -2.40)
C (1.25, -3.23, -5.46)
C (-1.07, 2.50, -1.04)
C (0.57, -2.33, -3.34)
N (-1.67, 1.41, 0.75)
H (2.76, -4.60, -1.17)
C (5.74, -2.92, -0.88)
Se (-2.64, -1.01, -1.67)
C (2.66, -4.73, 1.50)
N (-1.74, -0.94, 1.69)
C (-1.94, -2.20, 2.08)
S (2.45, 1.01, -2.26)
C (4.60, -0.45, -0.30)
H (-1.65, -2.96, 1.38)
H (-4.33, -3.40, -3.54)
H (-2.76, -3.67, -2.77)
C (-2.03, 1.38, 1.99)
C (-0.86, 6.03, -2.31)
H (-3.15, -1.75, 5.20)
N (-4.71, -1.92, 0.15)
C (2.42, -3.37, 1.27)
C (-2.59, -0.21, 3.82)
C (-2.77, -1.52, 4.22)
C (3.90, -1.37, -1.07)
H (-1.44, -4.04, -0.73)
C (4.58, -4.22, 2.85)
C (-0.47, 5.80, -3.63)
H (3.97, -3.30, -2.01)
C (-3.93, -2.12, -0.93)
H (-4.01, -4.94, -2.70)
C (6.43, -2.01, -0.10)
H (-2.60, -3.58, 3.58)
H (0.05, -6.94, -3.50)
P (2.23, -0.86, -1.63)
H (4.16, 0.51, -0.09)
C (1.87, -1.88, -3.10)
H (-0.11, 0.14, -3.13)
H (-5.76, -0.24, 0.80)
C (-5.33, -3.85, -0.69)
P (0.85, -2.85, 0.45)
H (-5.78, -4.80, -0.92)
H (-4.59, -0.91, 1.98)
H (3.84, -1.69, -3.92)
H (-6.27, -3.03, 1.13)
H (-0.19, -2.17, -2.59)
C (-0.33, 1.13, -2.75)
C (5.86, -0.77, 0.19)
S (1.07, 0.06, 0.90)
C (-5.57, -2.99, 0.32)
H (3.90, -6.21, 2.43)
C (-4.77, -0.69, 0.93)
H (-2.26, 2.28, 2.54)
H (7.41, -2.26, 0.29)
H (-1.00, 7.05, -1.96)
C (2.54, -2.76, -5.24)
C (-3.82, -3.87, -2.70)
H (0.11, 1.95, -4.53)
C (4.34, -2.87, 2.66)
H (1.02, -3.76, -6.37)
C (0.23, -6.17, -2.77)
H (-2.84, 0.62, 4.47)
H (-0.30, 6.64, -4.30)
C (4.48, -2.60, -1.37)
C (1.53, -5.82, -2.42)
H (3.31, -2.92, -5.99)
N (-0.70, 1.25, -1.51)
C (-0.88, 3.66, -1.90)
H (2.37, -6.31, -2.88)
H (-4.01, -0.01, 0.55)
C (-2.47, -2.54, 3.32)
Fe (-0.91, -0.12, -0.06)
C (3.73, -5.15, 2.28)
N (-4.32, -3.31, -1.45)
H (6.40, -0.05, 0.79)
H (6.18, -3.88, -1.12)
C (-2.10, 0.05, 2.54)
C (1.00, -1.22, -0.36)
H (5.42, -4.55, 3.45)
H (4.98, -2.13, 3.11)
C (2.84, -2.08, -4.07)
C (-1.06, 4.97, -1.45)
C (0.27, -3.00, -4.51)
C (-0.48, 3.45, -3.22)
C (-0.60, -4.54, -1.21)
H (-0.74, -3.36, -4.68)
N (-0.32, 2.13, -3.64)
N (-1.59, 2.64, 0.14)


The following is a quantum chemistry calculation of a structure of composition C44H40BiBrI2N4O3STe, from the OMol25 dataset.

Output
HOMO: -1.3 eV
frontier orbital gap: 4.66 eV
E_tot: -6195.74899 a.u.
total charge: -2

Element x y z (Å)
H (-0.54, 0.83, -3.15)
H (-2.10, 1.05, 0.03)
H (-6.47, 3.15, -3.50)
H (-1.83, -5.64, -2.17)
C (-2.57, -3.28, 2.06)
C (1.47, 1.50, -2.65)
I (-4.63, -0.77, -0.61)
H (1.68, 6.25, 3.21)
H (4.19, 1.37, -2.57)
C (-2.48, 2.98, 0.87)
C (0.52, -6.88, 0.56)
C (-1.89, -4.14, -0.66)
C (1.91, 2.28, 4.90)
H (-0.63, -7.92, 2.06)
C (-1.28, -3.70, -2.93)
N (-1.07, 2.62, 6.65)
N (2.99, 2.70, 4.97)
Bi (0.64, -0.11, 0.24)
O (0.94, 0.45, 2.97)
H (3.09, 2.74, -1.80)
H (3.21, 4.43, 2.55)
Te (1.28, -2.95, 2.82)
C (-7.02, 3.39, -1.43)
C (-1.94, 4.08, 1.48)
C (-1.27, -1.87, -1.32)
C (-5.75, 1.54, -2.29)
H (-6.18, 1.24, 1.04)
N (-1.14, 0.45, 3.89)
C (-1.07, -2.37, -2.63)
H (2.24, -2.05, -0.82)
C (2.07, 2.84, -2.17)
C (2.16, 4.36, 2.29)
H (2.93, 1.59, -4.33)
H (6.62, 0.66, -3.53)
C (-1.70, -2.79, -0.32)
C (4.37, -3.47, -0.28)
C (0.31, 3.08, 1.33)
C (-1.94, -2.34, 1.06)
C (4.34, -2.11, -0.93)
C (1.96, 1.15, -4.08)
C (-0.04, 5.29, 2.39)
C (-0.32, 2.25, 5.84)
C (-6.26, 1.65, 0.04)
C (-0.04, 1.72, -2.77)
C (0.17, 0.85, 3.86)
H (1.47, 3.23, -1.35)
C (0.59, 1.79, 4.87)
C (-5.67, 0.98, -1.02)
O (-1.06, -0.60, -1.09)
H (2.06, 3.57, -2.98)
H (-1.65, 0.57, 4.75)
H (5.39, -3.87, -0.26)
H (-3.55, 2.92, 0.69)
N (1.74, 0.39, -1.71)
C (5.51, -1.48, -1.36)
H (-1.79, -3.96, 2.41)
C (4.19, 0.39, -2.12)
C (5.42, -0.24, -1.97)
H (3.73, -4.18, -0.81)
H (1.24, 1.51, -4.82)
C (-1.69, -4.60, -1.94)
H (6.80, 1.42, -1.96)
C (1.69, 3.26, 1.64)
H (-7.38, 3.36, 0.69)
Br (-4.95, 0.71, -3.80)
H (6.47, -1.97, -1.23)
O (-1.66, -1.20, 1.43)
H (-7.53, 4.33, -1.60)
H (-0.21, 2.56, -3.45)
C (-0.28, 1.93, 0.70)
H (-0.49, 1.97, -1.81)
C (0.10, -5.90, 2.63)
I (3.17, 1.85, 1.16)
H (-3.38, -3.86, 1.63)
C (-0.55, 4.15, 1.72)
S (1.30, -5.34, 0.48)
H (-2.17, -4.84, 0.11)
H (-0.74, 6.06, 2.69)
C (-0.08, -7.03, 1.78)
H (2.04, 0.07, -4.20)
C (2.99, -0.19, -1.67)
C (-6.43, 2.73, -2.50)
C (0.83, -4.88, 2.07)
H (-2.91, -2.69, 2.91)
C (3.12, -1.49, -1.11)
H (-1.11, -4.04, -3.94)
H (-2.56, 4.90, 1.80)
H (-0.73, -1.67, -3.37)
C (-6.93, 2.85, -0.16)
H (4.00, -3.42, 0.75)
C (-1.64, 1.92, 0.50)
C (1.29, 5.40, 2.67)
H (-0.31, -5.83, 3.63)
C (6.67, 0.46, -2.46)
H (-1.36, -0.35, 3.32)
H (0.55, -7.58, -0.26)
H (7.56, -0.14, -2.26)


Energy above the lowest of the compared OMol25 structures with the same formula, charge and spin: 0.709, 0.000 (eV)